{"formula": "C4H6N2O", "method": "ωB97M-V/def2-TZVPD", "spin_multiplicity": 1, "e_homo_ev": -9.18, "de_lowest_kj_mol": 183.1, "orbital_gap_ev": 10.0, "total_charge": 0, "energy_ha": -340.7252, "max_force_ev_per_a": 0.54, "smiles": "[H]/N=C/C(=C)/N=C/O", "elements": ["H", "C", "O", "C", "H", "H", "H", "C", "N", "N", "H", "H", "C"], "xyz": [[-0.9930, -2.6276, -0.6502], [1.9006, 0.5359, -0.1020], [-2.3522, 1.4015, 0.9882], [0.6407, 0.1827, -0.3614], [-0.8592, 0.2130, 1.6175], [1.1172, -1.8751, -1.0042], [2.1384, 1.5425, 0.2268], [0.2923, -1.2313, -0.6692], [-0.4671, 1.0432, -0.2622], [-0.8965, -1.6318, -0.4672], [2.7123, -0.1810, -0.1855], [-2.5926, 1.8640, 0.1701], [-1.1622, 0.8399, 0.7776]]}